Computed, not measured: a molecular structure, C23H40ClN5O7S2 at a distorted geometry, with ωB97M-V with the def2-TZVPD basis set.

Geometry as XYZ:
```
78
Properties=species:S:1:pos:R:3:forces:R:3
N 3.219 -2.510 4.071 0.53 0.05 -0.04
C 3.215 -1.374 4.265 -0.84 0.28 0.39
O 3.002 -0.100 4.483 0.15 -0.55 -0.39
C 2.086 0.385 3.510 -0.08 0.35 -0.37
C 2.493 1.151 2.465 0.03 0.24 -0.17
C 3.912 1.621 2.192 -0.36 -0.71 -0.52
C 5.038 0.659 2.591 0.44 0.80 0.68
C 6.406 1.067 1.985 0.11 -0.10 0.23
C 7.406 1.577 3.044 -0.68 -0.21 -1.03
S 7.047 3.213 3.708 1.29 -0.04 2.62
O 8.291 3.852 4.036 -0.17 -0.04 -1.01
O 6.164 3.064 4.832 -0.77 -0.06 -1.10
Cl 6.159 4.327 2.237 0.09 -0.25 0.05
C 1.477 1.590 1.531 -0.39 -0.05 0.28
C 0.161 1.280 1.641 -0.26 0.11 -0.16
C -0.281 0.473 2.736 0.78 0.38 -0.65
N -1.514 0.041 2.996 0.37 -0.40 0.69
S -1.364 -0.857 4.341 0.00 0.26 -0.19
N 0.212 -0.724 4.646 -0.21 0.01 -0.33
C 0.714 0.033 3.663 -0.34 -0.29 0.54
H 4.032 2.619 2.617 0.15 -0.12 0.17
H 3.977 1.751 1.105 -0.06 0.11 0.08
H 5.152 0.717 3.677 -0.08 -0.17 -0.05
H 4.803 -0.383 2.369 -0.11 0.11 -0.28
H 6.302 1.826 1.206 -0.07 -0.17 -0.05
H 6.875 0.195 1.525 0.00 0.09 -0.03
H 8.429 1.612 2.673 -0.06 0.20 -0.03
H 7.346 0.905 3.900 0.16 0.36 0.27
H 1.742 2.219 0.688 0.37 -0.07 0.11
H -0.543 1.638 0.895 -0.05 -0.19 0.20
C -4.788 -0.169 -4.488 0.13 0.10 0.00
O -4.381 1.183 -4.378 -0.17 -0.21 0.06
C -5.435 2.075 -4.029 0.19 0.35 -0.12
C -5.197 2.665 -2.655 0.06 -0.29 0.07
N -5.364 1.653 -1.620 0.04 0.19 0.00
C -4.941 2.079 -0.289 -0.05 -0.27 -0.06
C -3.456 2.357 -0.079 -0.11 0.15 0.34
O -2.638 1.206 -0.192 0.06 0.14 -0.24
C -2.193 0.911 -1.504 0.11 -0.23 0.19
H -3.937 -0.741 -4.854 0.02 0.04 0.00
H -5.092 -0.578 -3.518 -0.10 -0.05 -0.05
H -5.611 -0.275 -5.201 -0.04 -0.05 0.04
H -6.411 1.585 -4.083 0.03 -0.10 0.08
H -5.427 2.885 -4.765 -0.03 -0.01 -0.01
H -5.911 3.476 -2.482 0.01 0.01 0.03
H -4.184 3.092 -2.649 -0.04 0.15 -0.11
H -4.830 0.833 -1.878 -0.04 -0.04 -0.01
H -5.228 1.283 0.403 0.04 0.05 0.07
H -5.513 2.967 -0.003 0.02 0.04 -0.05
H -3.336 2.709 0.951 0.02 -0.04 0.01
H -3.082 3.163 -0.721 -0.02 -0.09 -0.14
H -2.055 1.813 -2.106 -0.08 0.01 -0.03
H -2.879 0.229 -2.014 0.00 0.10 -0.15
H -1.232 0.399 -1.417 0.00 0.03 0.06
C 0.969 -2.599 1.197 -0.12 0.15 -0.02
O 0.552 -1.664 0.213 0.10 -0.23 0.13
C 1.393 -1.625 -0.930 -0.13 0.37 -0.13
C 0.639 -2.109 -2.152 -0.05 -0.19 0.17
N 0.373 -3.539 -2.071 -0.01 0.14 -0.14
C -0.541 -4.025 -3.101 0.02 -0.17 0.24
C -1.982 -3.520 -3.057 -0.06 -0.14 -0.30
O -2.713 -3.954 -1.927 0.07 0.20 0.04
C -2.607 -3.127 -0.779 -0.12 -0.22 0.05
H 0.322 -2.475 2.066 -0.02 0.03 -0.02
H 0.875 -3.629 0.838 0.11 -0.02 0.03
H 2.001 -2.411 1.504 0.04 -0.08 0.03
H 2.311 -2.198 -0.774 -0.06 -0.11 0.01
H 1.675 -0.578 -1.089 0.04 -0.01 0.02
H 1.234 -1.905 -3.047 -0.03 -0.02 -0.03
H -0.291 -1.528 -2.216 0.09 0.16 -0.07
H -0.026 -3.745 -1.164 0.03 -0.02 0.02
H -0.570 -5.114 -3.010 -0.05 0.00 -0.06
H -0.117 -3.801 -4.084 0.00 0.07 0.01
H -2.497 -3.941 -3.925 -0.01 -0.01 0.02
H -2.046 -2.429 -3.163 0.06 0.03 0.13
H -2.468 -2.075 -1.042 0.07 -0.01 0.00
H -1.791 -3.452 -0.128 0.06 0.15 0.01
H -3.534 -3.223 -0.214 -0.02 -0.01 -0.05
```
Positions in Å, forces in eV/Å.

- LUMO energy (eV) = -0.8
- E_HOMO (eV) = -8.766
- Kohn-Sham gap (eV) = 7.98


Computed, not measured: 2 unconnected molecules or ions with the total composition C3H12N2O at a distorted geometry, with ωB97M-V with the def2-TZVPD basis set.

Geometry as XYZ:
```
18
Properties=species:S:1:pos:R:3:forces:R:3
N -0.754 2.288 -1.410 -0.08 -0.62 0.14
C -1.155 1.274 -0.452 -0.51 0.77 -0.20
C -0.047 0.302 -0.120 0.39 -0.19 -1.43
C 0.463 -0.495 -1.347 0.00 1.49 0.22
N 1.393 0.291 -2.180 0.01 -0.03 0.07
H 0.227 2.445 -1.513 0.02 0.22 -0.32
H -1.438 2.857 -1.874 0.29 -0.01 0.17
H -1.520 1.747 0.458 0.04 0.01 0.51
H -2.033 0.752 -0.839 0.05 -0.34 -0.14
H -0.422 -0.480 0.528 -0.02 0.22 0.78
H 0.828 0.838 0.261 -0.21 -0.16 0.51
H 0.972 -1.347 -0.931 -0.05 -0.79 -0.22
H -0.415 -0.728 -1.940 0.02 -0.57 -0.12
H 1.207 0.170 -3.166 -0.06 0.02 0.02
H 2.344 -0.006 -2.026 0.12 -0.02 0.01
H -0.417 -3.582 6.033 0.07 0.05 0.04
H 0.788 -2.912 5.344 -0.22 -0.13 0.05
O -0.019 -3.414 5.174 0.15 0.08 -0.09
```
Positions in Å, forces in eV/Å.

- LUMO energy (eV) = 1.0
- E_HOMO (eV) = -8.033
- energy above the lowest of the compared OMol25 structures with the same formula, charge and spin (kcal/mol) = 14.3
- Kohn-Sham gap (eV) = 9.01
- SMILES string = NCCCN.O


Computed, not measured: 2 unconnected molecules or ions with the total composition C4H14N at a distorted geometry, with ωB97M-V with the def2-TZVPD basis set.

Geometry as XYZ:
```
19
Properties=species:S:1:pos:R:3:forces:R:3
C 0.858 -2.316 1.096 0.22 -0.58 1.21
N 0.981 -1.094 2.017 0.24 -0.04 -2.87
H -0.178 -2.459 0.825 -0.15 0.04 0.03
H 1.217 -3.132 1.715 -0.13 -0.32 -0.25
H 1.488 -2.253 0.219 0.06 0.51 -0.03
H 1.913 -0.706 1.849 0.08 -0.12 0.90
H 0.370 -0.400 1.582 -0.39 0.29 0.71
H 0.755 -1.313 2.979 0.04 0.26 0.25
C 0.105 1.379 -2.207 -0.89 0.24 0.27
C -0.511 1.693 -0.829 -0.23 -1.39 0.11
C -1.574 0.632 -0.421 -1.02 1.36 0.19
H -0.528 1.898 -2.930 0.10 -0.25 -0.22
H 1.117 1.707 -2.399 0.26 0.09 0.29
H 0.009 0.309 -2.390 0.25 -0.01 -0.18
H 0.179 1.593 0.013 0.52 0.73 -0.29
H -0.988 2.668 -0.810 0.30 0.17 0.04
H -1.153 -0.066 0.310 -0.25 -0.48 -0.42
H -2.179 0.182 -1.212 0.78 -0.48 -0.23
H -2.382 1.156 0.100 0.21 -0.03 0.49
```
Positions in Å, forces in eV/Å.

- LUMO energy (eV) = -4.0
- E_HOMO (eV) = -14.761
- energy above the lowest of the compared OMol25 structures with the same formula, charge and spin (kcal/mol) = 26.4
- Kohn-Sham gap (eV) = 10.77
- net charge = +1


Computed, not measured: a molecular structure, C11H16BClN6Pd at a distorted geometry, with ωB97M-V with the def2-TZVPD basis set.

Geometry as XYZ:
```
36
Properties=species:S:1:pos:R:3:forces:R:3
H 1.073 3.347 1.243 0.01 -0.04 -0.17
N 0.706 1.840 -0.179 0.33 1.02 -0.94
B 0.232 0.473 -2.287 -0.30 -0.08 1.11
N 0.612 1.803 -1.561 0.28 0.28 1.31
C 0.815 3.049 -2.037 0.00 -0.25 0.67
Pd 0.546 0.130 1.057 -2.95 -0.16 -1.56
H 0.781 3.232 -3.101 0.00 0.05 0.15
C 1.043 3.895 -0.957 0.00 0.12 -0.10
H 1.235 4.951 -0.987 0.02 0.11 -0.09
C 0.968 3.098 0.196 -0.22 -0.66 -1.34
H 0.179 0.606 -3.472 0.04 -0.01 -0.03
C -2.366 -2.356 4.305 0.39 -1.17 -0.45
H -1.812 -2.876 5.093 -0.11 0.13 -0.16
H -1.717 -2.239 3.429 -0.13 -0.01 0.19
H -3.237 -2.958 4.025 0.17 0.13 0.06
N -1.148 0.042 -1.682 -0.74 -0.29 0.86
N 1.255 -0.628 -1.860 0.52 -0.45 1.44
N -1.276 -0.121 -0.329 0.54 -0.03 -0.18
N 1.458 -0.890 -0.513 0.90 -0.78 -1.23
C -2.344 -0.211 -2.262 0.07 -0.08 0.89
C 1.986 -1.502 -2.579 0.00 -0.04 0.90
H -2.452 -0.133 -3.331 -0.11 -0.03 0.05
H 1.965 -1.465 -3.657 0.03 -0.06 0.05
C -3.244 -0.546 -1.250 0.12 0.07 -0.16
C 2.665 -2.338 -1.694 -0.07 0.08 -0.10
C -2.522 -0.474 -0.039 0.26 0.22 -1.62
C 2.312 -1.920 -0.401 -0.73 0.84 -1.37
H -4.276 -0.805 -1.358 -0.24 -0.04 -0.13
H 3.323 -3.145 -1.939 0.15 -0.15 -0.15
H -2.838 -0.649 0.981 0.09 0.03 -0.18
H 2.603 -2.289 0.573 -0.01 0.07 -0.17
H -2.680 -1.406 4.650 -0.30 0.94 0.34
Cl 0.758 1.807 3.519 -0.32 0.45 0.42
C 1.502 0.445 2.699 1.86 -0.25 0.67
H 2.525 0.695 2.419 0.09 -0.12 0.72
H 1.368 -0.464 3.288 0.37 0.18 0.28
```
Positions in Å, forces in eV/Å.

- spin multiplicity = 3
- LUMO energy (alpha / beta) (eV) = 0.8 / -0.5
- E_HOMO (alpha / beta) (eV) = -7.476 / -8.642
- Kohn-Sham gap (alpha / beta) (eV) = 8.24 / 8.14